A cluster of 2 separate species, C3H8N3O in total, computed with ωB97M-V with the def2-TZVPD basis set.

Each line ends with the Löwdin charge.
Positions of all 15 atoms, in Å:
C -1.9105 -0.6792 0.4215  -0.124
C 0.3502 2.4658 0.0935  0.172
C 1.5613 0.3511 0.1896  -0.090
N 2.2441 -0.5591 -0.0133  0.061
N 1.0493 1.4338 0.1139  0.146
N -0.8208 -0.7767 -0.6575  -0.046
O 2.4923 -1.7556 0.2123  0.114
H -2.7072 -0.0912 -0.0209  0.063
H -2.3005 -1.6640 0.7484  0.084
H -0.3267 2.7077 0.9217  0.127
H 0.5053 3.1508 -0.6845  0.100
H -1.6415 -0.0095 1.2578  0.056
H -1.2824 -0.7522 -1.5080  0.031
H -0.4811 -1.7341 -0.6399  0.062
H 3.2683 -2.0877 -0.4344  0.245

Properties
total energy = -358.1662 hartree
lowest unoccupied orbital energy = -5.50 eV
charge = +1
Kohn-Sham gap = 8.13 eV

---

A cluster of 2 separate species, C39H42N3O5P in total, computed with ωB97M-V with the def2-TZVPD basis set.

Each line ends with the Löwdin charge.
Positions of all 90 atoms, in Å:
C 6.7784 -5.9014 -1.8024  -0.099
C 5.7559 -5.7545 -0.8592  -0.095
C 4.6665 -4.9175 -1.1237  -0.085
C 4.5958 -4.2296 -2.3407  -0.273
P 3.1165 -3.2585 -2.7783  0.650
C 1.7592 -4.4582 -2.5466  -0.270
C 0.7577 -4.1925 -1.6088  -0.105
C -0.2802 -5.1094 -1.4243  -0.107
C -0.3234 -6.2779 -2.1945  -0.104
C 0.6699 -6.5262 -3.1498  -0.090
C 1.7174 -5.6184 -3.3297  -0.068
C 2.7415 -2.0025 -1.5827  -0.309
C 2.4499 -0.7143 -1.9710  -0.405
N 2.2009 0.4010 -2.2648  0.062
O 3.2166 -2.7470 -4.1808  -0.363
C 5.6434 -4.3343 -3.2654  -0.073
C 6.7224 -5.1811 -3.0010  -0.091
H 7.6221 -6.5638 -1.6013  0.097
H 5.8040 -6.2988 0.0835  0.097
H 3.8686 -4.8086 -0.3866  0.106
H 0.7922 -3.2665 -1.0306  0.076
H -1.0451 -4.9048 -0.6750  0.090
H -1.1363 -6.9919 -2.0473  0.096
H 0.6318 -7.4314 -3.7546  0.098
H 2.4927 -5.8023 -4.0756  0.115
H 2.7362 -2.2326 -0.5143  0.043
H 5.5951 -3.7617 -4.1929  0.105
H 7.5203 -5.2802 -3.7355  0.098
C -1.7628 6.4400 4.9030  -0.049
O -1.7226 5.3466 5.8351  -0.066
C -2.0545 4.1158 5.3590  -0.187
C -2.4225 3.8187 4.0442  0.010
C -2.2589 2.5265 3.5437  -0.230
C -2.3693 2.2722 2.0607  -0.078
C -0.9931 2.1656 1.3839  -0.139
C -0.2481 3.5091 1.4503  -0.364
O 0.0948 4.1258 2.4633  0.077
N -0.0117 3.8972 0.1712  -0.026
C 0.6474 5.1556 -0.0965  -0.001
C -0.5489 3.0155 -0.8612  -0.457
C -1.7277 3.6902 -1.5737  0.012
C 0.5482 2.7023 -1.8688  -0.035
N -1.0002 1.8669 -0.0543  0.069
C -1.3783 0.6709 -0.5543  0.041
C -1.5339 0.3853 -1.9123  -0.055
C -1.7557 -0.8818 -2.4560  0.068
C -2.2766 -1.0944 -3.7956  -0.192
C -3.0401 -2.2542 -4.1327  -0.012
C -3.5562 -2.4383 -5.4173  -0.068
C -3.3356 -1.4797 -6.4171  -0.059
C -2.6318 -0.3076 -6.1034  -0.062
C -2.1216 -0.1108 -4.8182  -0.007
C -1.9215 1.4869 4.4116  0.019
C -1.6589 1.7384 5.7654  -0.192
O -1.1732 0.8465 6.6734  -0.078
C -1.2718 -0.5549 6.3703  -0.054
C -1.8289 3.0526 6.2652  -0.152
O -1.5186 3.3284 7.5700  -0.084
C -0.0970 3.5186 7.8448  -0.025
H -1.4372 7.3115 5.4722  0.094
H -1.0796 6.2507 4.0614  0.092
H -2.7898 6.5843 4.5421  0.094
H -2.6968 4.6308 3.3643  0.115
H -2.9171 1.3401 1.8692  0.121
H -2.9171 3.1052 1.5936  0.128
H -0.3842 1.4075 1.9052  0.177
H 0.9658 5.6009 0.8496  0.098
H 1.5241 4.9990 -0.7287  0.096
H -0.0287 5.8484 -0.6068  0.096
H -2.3958 4.1362 -0.8264  0.094
H -1.3640 4.4763 -2.2494  0.097
H -2.2986 2.9630 -2.1552  0.077
H 1.4342 2.3091 -1.3646  0.066
H 0.2366 1.9562 -2.5957  0.050
H 0.8430 3.6008 -2.4255  0.097
H -1.6372 -0.0823 0.1949  0.157
H -1.5454 1.2349 -2.5994  0.078
H -1.6196 -1.7617 -1.8117  0.130
H -3.2238 -3.0097 -3.3626  0.117
H -4.1243 -3.3415 -5.6587  0.111
H -3.6669 -1.6607 -7.4404  0.111
H -2.4619 0.4478 -6.8698  0.110
H -1.5540 0.7940 -4.5920  0.112
H -1.8022 0.4745 4.0109  0.115
H -0.9988 -1.0608 7.2953  0.093
H -2.2991 -0.8171 6.0870  0.097
H -0.5776 -0.8240 5.5643  0.091
H -0.0527 3.7473 8.9065  0.090
H 0.4457 2.5965 7.6216  0.086
H 0.2826 4.3535 7.2488  0.089

Properties
total energy = -2393.0283 hartree
lowest unoccupied orbital energy = -2.45 eV
Kohn-Sham gap = 3.44 eV

---

A cluster of 3 separate species, C5H15N2 in total, computed with ωB97M-V with the def2-TZVPD basis set.

Each line ends with the Löwdin charge.
Positions of all 22 atoms, in Å:
N 1.5879 0.3860 1.5116  0.137
C 4.7120 0.3986 -0.3659  -0.053
C 3.5812 -0.0742 -0.9081  -0.071
N -0.9263 0.2493 0.1810  0.339
C -3.3818 0.2257 0.7057  -0.013
C -2.1757 -0.4464 0.0084  -0.442
C -2.5052 -0.8749 -1.4391  0.015
H 1.6782 -0.3908 2.1973  0.087
H 1.6502 1.2343 1.9576  0.011
H 0.6494 0.4213 1.0289  -0.021
H 4.7131 0.8830 0.6344  0.052
H 5.7399 0.3186 -0.8420  0.074
H 2.7249 0.0819 -0.4165  -0.060
H 3.5747 -0.5966 -1.8520  0.052
H -0.9112 1.1438 -0.3532  0.138
H -4.2720 -0.4168 0.7452  0.112
H -3.6665 1.1564 0.1824  0.097
H -3.0463 0.5525 1.7366  0.110
H -2.0310 -1.3858 0.6152  0.156
H -3.2856 -1.6014 -1.4435  0.103
H -2.7698 0.0159 -2.0187  0.106
H -1.6400 -1.2799 -1.8653  0.070

Properties
total energy = -308.5143 hartree
lowest unoccupied orbital energy = -9.28 eV
charge = +1
Kohn-Sham gap = 3.17 eV

---

A cluster of 2 separate species, BrH4N2P in total, computed with ωB97M-V with the def2-TZVPD basis set.

Each line ends with the Löwdin charge.
Positions of all 8 atoms, in Å:
H 0.9992 0.4004 -2.4425  -0.037
N 0.5311 0.8955 -1.7341  -0.386
P 0.7580 2.2796 -1.1905  0.377
Br -0.5042 2.3607 0.6582  0.091
N -0.3687 -1.7262 1.0007  0.014
H 0.0268 -1.7968 1.9514  0.020
H -0.1262 -0.8001 0.6193  -0.036
H -1.3160 -1.6131 1.1375  -0.043

Properties
total energy = -3027.2739 hartree
lowest unoccupied orbital energy = -0.63 eV
SMILES = [H]/N=P/Br.N
Kohn-Sham gap = 9.24 eV

---

A cluster of 2 separate species, CH3PSi in total, computed with ωB97M-V with the def2-TZVPD basis set.

Each line ends with the Löwdin charge.
Positions of all 6 atoms, in Å:
C 0.4908 -0.3327 -1.6352  -0.952
P 1.3148 1.1258 -1.9178  0.609
Si 0.8029 0.0161 0.0342  0.382
H 0.0997 -1.2576 -1.9923  -0.044
H -2.4432 -1.9227 0.9318  0.020
H -2.0638 -1.3156 0.9398  -0.016

Properties
total energy = -670.6202 hartree
lowest unoccupied orbital energy = -0.62 eV
SMILES = C1=P#[Si]1.[H][H]
Kohn-Sham gap = 7.74 eV

---

An isolated molecule of HPS5, computed with ωB97M-V with the def2-TZVPD basis set.

Each line ends with the Löwdin charge.
Positions of all 7 atoms, in Å:
S 2.7921 -1.1386 -0.5620  0.022
S 1.0937 -0.3803 -0.9421  -0.176
S -0.5212 -1.7224 -0.1774  0.059
S -1.9692 -0.5199 -0.8109  -0.023
S -1.6220 1.4534 0.0513  -0.012
P 0.2220 1.5282 0.6194  0.264
H 0.0045 0.7797 1.8217  -0.133

Properties
total energy = -2332.8536 hartree
lowest unoccupied orbital energy (spin up / spin down) = -1.83 / -1.83 eV
SMILES = S=S1#S#S#S#[PH]1
Kohn-Sham gap (spin up / spin down) = 6.68 / 6.68 eV

---

A structure of composition C19H15FeI2N2O7S2, computed with ωB97M-V with the def2-TZVPD basis set.

Each line ends with the Löwdin spin population.
Positions of all 48 atoms, in Å:
Fe -0.3258 -0.1491 0.4632  0.944
I 5.0317 0.3404 5.7099  0.002
C 3.3141 0.2077 4.5359  0.011
C 2.1002 0.6472 5.0340  -0.002
C 0.9662 0.5783 4.2411  0.009
I -0.8334 1.2882 5.0000  0.001
C 1.0025 0.0530 2.9409  -0.003
O -0.1337 0.0344 2.2522  0.041
C 2.2518 -0.4063 2.4585  0.008
C 2.3777 -1.0137 1.0836  0.000
N 1.6101 -0.1969 0.1119  -0.018
C 2.1863 1.1527 -0.0335  0.000
C 1.1082 2.1876 -0.1911  0.001
C 1.3825 3.5152 -0.4679  -0.001
C 0.3346 4.4137 -0.5375  0.003
C -0.9603 3.9597 -0.3372  0.000
C -1.1642 2.6240 -0.0677  0.003
N -0.1440 1.7570 0.0045  -0.007
C 3.3854 -0.3069 3.2525  -0.002
H 2.0325 1.0564 6.0324  0.000
H 1.9604 -2.0157 1.0627  0.001
H 3.4258 -1.0690 0.7814  -0.001
H 1.5585 -0.6809 -0.7876  0.000
H 2.9060 1.1803 -0.8535  0.000
H 2.7284 1.3864 0.8848  0.000
H 2.4067 3.8278 -0.6198  0.000
H 0.5247 5.4590 -0.7414  0.000
H -1.8088 4.6258 -0.3882  0.000
H -2.1504 2.2154 0.0946  0.000
H 4.3333 -0.6505 2.8561  0.000
O -0.8856 -0.3257 -1.4852  -0.003
S -2.3261 -0.4318 -1.1383  0.000
O -3.2371 0.3128 -1.9446  -0.002
O -2.3194 -0.0565 0.3181  -0.005
C -2.8780 -2.1206 -1.1558  0.000
C -4.2434 -2.2650 -1.3571  0.000
C -4.8399 -3.5106 -1.2278  0.000
C -4.0714 -4.6088 -0.8849  0.000
C -2.7056 -4.4658 -0.6800  0.000
C -2.0964 -3.2293 -0.8183  0.000
S -0.3374 -3.1742 -0.4958  0.001
O -0.0145 -4.4266 0.1216  0.000
O 0.3480 -2.8307 -1.7148  0.002
O -0.1775 -2.0679 0.5158  0.018
H -4.8340 -1.4000 -1.6206  0.000
H -5.9047 -3.6120 -1.3885  0.000
H -4.5295 -5.5820 -0.7687  0.000
H -2.0943 -5.3135 -0.4071  0.000

Properties
spin multiplicity = 2
total energy = -4024.7679 hartree
lowest unoccupied orbital energy (spin up / spin down) = -0.44 / -1.01 eV
Kohn-Sham gap (spin up / spin down) = 7.75 / 7.24 eV

---

An isolated molecule of C4H6O, computed with ωB97M-V with the def2-TZVPD basis set.

Each line ends with the Löwdin charge.
Positions of all 11 atoms, in Å:
O 1.2359 -1.5188 -0.9196  0.053
C 0.3320 -1.0025 -0.3217  -0.265
C 0.2368 0.4548 -0.0390  -0.236
C -0.4823 0.8877 1.2413  -0.112
C -1.1466 1.0628 -0.0697  -0.128
H -0.5168 -1.6215 0.0611  0.133
H 1.0992 1.0264 -0.3866  0.143
H -0.0679 1.7762 1.7189  0.106
H -0.8184 0.1034 1.9024  0.099
H -1.9649 0.3951 -0.3138  0.103
H -1.2585 2.0540 -0.4904  0.104

Properties
total energy = -231.2112 hartree
lowest unoccupied orbital energy = 1.12 eV
SMILES = O=CC1CC1
Kohn-Sham gap = 10.94 eV